{
  "formula": "C4H10O2",
  "method": "wB97M-V/def2-TZVPD",
  "gap_ev": 7.8576,
  "homo_energy_ha": -0.2599,
  "lumo_ev": 0.785,
  "relative_energy_kcal_mol": 121.30,
  "symbols": ["C", "O", "C", "C", "C", "O", "H", "H", "H", "H", "H", "H", "H", "H", "H", "H"],
  "xyz": [[2.28942, -0.93454, -0.30653], [1.31892, -0.22877, 0.41973], [0.48319, 0.59260, -0.42981], [-0.56044, 1.30846, 0.31930], [-2.38487, -0.01722, 0.20298], [-1.24555, 0.13775, 1.12468], [1.83456, -1.60489, -1.05477], [2.96897, -0.24866, -0.83693], [2.87104, -1.53149, 0.40030], [0.08338, -0.09010, -1.21288], [1.07419, 1.36176, -0.94195], [-0.17280, 1.93663, 1.11221], [-2.87645, -0.94195, 0.47904], [-2.09734, -0.00502, -0.85708], [-3.00625, 0.86413, 0.37491], [-0.57998, -0.59869, 1.20680]]
}